# C5H12O2S

A 2-piece molecular cluster, C5H12O2S overall in a non-equilibrium geometry (ωB97M-V/def2-TZVPD, OMol25).

Cartesian coordinates (Å):
C (0.00377, 1.37677, -1.32694)
C (1.26852, -1.66131, -0.69950)
C (1.91058, 0.04992, 0.97699)
C (-0.23719, 0.33682, -0.22550)
C (1.04621, -0.40412, 0.08244)
O (-0.78043, 1.00958, 0.89786)
O (-1.83680, -0.72826, 2.84903)
S (-2.73856, -0.24440, 1.80147)
H (0.76350, 2.08249, -0.99789)
H (-0.91800, 1.91790, -1.51958)
H (0.33982, 0.89619, -2.24168)
H (0.97488, -1.52125, -1.74036)
H (0.66138, -2.46988, -0.28370)
H (2.31442, -1.96157, -0.65874)
H (1.74711, 0.96782, 1.52106)
H (-4.03522, -0.62156, 2.27355)
H (2.82766, -0.46837, 1.19735)
H (-0.99023, -0.38478, -0.57434)
H (-0.33746, 0.68739, 1.69413)
H (-3.07277, 1.07227, 2.17080)

The calculation puts the HOMO-LUMO gap at 10.021 eV. The calculation puts the energy above the lowest of the compared OMol25 structures with the same formula, charge and spin at 277.8 kJ/mol.

# C5H12O3

C5H12O3 as an isolated structure in a non-equilibrium geometry (ωB97M-V/def2-TZVPD, OMol25).

Cartesian coordinates (Å):
C (-1.95363, -0.76911, -2.15716)
C (-2.56981, -0.82774, -0.93089)
C (-2.16552, -0.42327, 0.37265)
C (-0.84643, 0.15539, 0.60234)
O (1.32976, 1.37235, 2.29795)
C (0.19467, -0.83602, 0.71307)
H (-2.57879, -1.16201, -2.94612)
H (-0.98599, -0.29195, -2.32278)
H (-3.60961, -1.32765, -0.98870)
H (-2.87852, -0.42932, 1.13133)
H (1.40274, 1.94384, 3.12574)
H (-0.12993, -0.43155, -0.34892)
H (1.10969, -0.36123, 1.15954)
H (-0.02866, -1.77228, 0.95060)
H (-0.68157, 1.16442, 0.89584)
H (2.37722, 0.88654, 1.18039)
O (2.96122, 0.58145, 0.49208)
H (1.74704, 0.45914, -2.44390)
H (2.53014, 0.38976, -0.29461)
O (1.43033, 0.18831, -1.62733)

The spin multiplicity is 2. The calculation puts the HOMO-LUMO gap (alpha / beta) at 6.236 / 5.452 eV. The calculation puts the energy above the lowest of the compared OMol25 structures with the same formula, charge and spin at 616.6 kJ/mol. The expectation value of S² is 0.78. Its charge is -1.

# C5H12O3

A 4-piece molecular cluster, C5H12O3 overall in a non-equilibrium geometry (ωB97M-V/def2-TZVPD, OMol25).

Cartesian coordinates (Å):
C (-1.96263, 1.68636, 1.21166)
C (2.49508, 0.67110, -0.75933)
C (1.22573, 0.14836, -0.55555)
O (0.90480, -0.94825, -1.08644)
C (0.23036, 1.07505, 0.11579)
C (-0.98907, 0.74789, 0.56181)
H (-2.84149, 1.88417, 0.60661)
H (-2.09355, 1.42928, 2.26050)
H (-1.44411, 2.66745, 1.14497)
H (3.19317, -0.01923, -1.25703)
H (2.81242, 1.70006, -0.71166)
H (1.01135, 0.07157, 1.77342)
H (0.64755, 2.05255, 0.21643)
H (-1.31186, -0.26389, 0.31045)
H (-0.35490, -1.64423, 2.32455)
H (1.04052, -1.36583, 1.96321)
O (0.44102, -2.14875, 2.08734)
H (-0.84017, -0.76108, -1.70437)
H (-2.02521, -1.53581, -2.30960)
O (-1.77150, -0.66992, -1.98247)

The calculation puts the HOMO-LUMO gap at 4.787 eV. The calculation puts the energy above the lowest of the compared OMol25 structures with the same formula, charge and spin at 751.8 kJ/mol.

# C5H12O3

A 2-piece molecular cluster, C5H12O3 overall in a non-equilibrium geometry (ωB97M-V/def2-TZVPD, OMol25).

Cartesian coordinates (Å):
O (-3.03285, -0.00458, 1.94487)
C (-2.48818, 0.55176, 1.02169)
C (-0.97598, 0.85626, 1.03942)
C (-0.42757, 1.27587, -0.29908)
C (1.07362, 1.23684, -0.39838)
C (1.80592, -0.13599, -0.17245)
O (1.13220, -1.07945, -1.05000)
H (-3.10886, 0.89877, 0.20113)
H (-1.08949, 1.62588, 1.82268)
H (-0.49004, 0.00827, 1.52488)
H (-1.08140, 0.96208, -1.12107)
H (-0.66320, 2.34843, -0.44235)
H (1.73163, 1.98349, 0.06191)
H (1.28721, 1.47069, -1.46085)
H (2.83700, 0.09134, -0.41015)
H (1.63697, -0.54119, 0.82511)
H (1.76788, -1.15736, -1.75792)
O (0.19515, -3.80611, -0.41139)
H (0.31243, -3.16274, -1.13398)
H (-0.42245, -3.42225, 0.21592)

The calculation puts the HOMO-LUMO gap at 10.341 eV. The calculation puts the energy above the lowest of the compared OMol25 structures with the same formula, charge and spin at 218.5 kJ/mol. The SMILES is O=CCCCCO.O.

# C5H12O3

A 2-piece molecular cluster, C5H12O3 overall in a non-equilibrium geometry (ωB97M-V/def2-TZVPD, OMol25).

Cartesian coordinates (Å):
C (1.36302, 1.47321, 0.00523)
C (1.26250, -0.89934, 0.69356)
C (-1.81618, -1.20514, 1.03792)
C (-1.21604, 0.20212, -0.79837)
C (0.79428, 0.06961, -0.37364)
O (-1.44067, 1.38929, -1.39002)
O (1.24331, -0.40103, -1.60298)
O (-2.07613, -0.05374, 0.27972)
H (0.87602, 1.77060, 0.93258)
H (1.16340, 2.18829, -0.81251)
H (2.44973, 1.38665, -0.02976)
H (2.43908, -0.89473, 0.72915)
H (0.81089, -2.01201, 0.55524)
H (0.83278, -0.55696, 1.69178)
H (-1.41848, -2.00246, 0.28914)
H (-2.89873, -1.40038, 1.32574)
H (-1.10946, -0.94935, 1.86469)
H (-1.24472, -0.62301, -1.61562)
H (-1.25550, 2.08071, -0.67818)
H (1.24090, 0.43767, -2.10365)

The calculation puts the HOMO-LUMO gap at 8.831 eV. The calculation puts the energy above the lowest of the compared OMol25 structures with the same formula, charge and spin at 365.0 kJ/mol.

# C5H12O3

C5H12O3 as an isolated structure in a non-equilibrium geometry (ωB97M-V/def2-TZVPD, OMol25).

Cartesian coordinates (Å):
C (-1.28683, -0.32848, 0.19905)
C (-0.87134, -1.46772, 1.13900)
C (-0.36950, 1.06206, -0.71696)
O (-2.10281, -0.88439, -0.80060)
O (-0.63791, 0.80372, -1.99515)
H (-2.03077, -0.27602, -1.56843)
H (-1.88564, 0.35722, 0.81468)
H (-0.73051, 1.98960, -0.26055)
H (-0.33107, -2.25899, 0.61488)
H (-1.77689, -1.92758, 1.54152)
H (-0.28463, -1.10264, 1.98102)
C (1.13581, 0.79814, -0.52220)
C (1.75029, 0.86392, 0.84888)
O (1.17384, -0.56481, -1.12368)
H (0.40047, -0.25073, -2.02968)
H (1.68776, 1.41763, -1.23499)
H (0.42878, -0.93228, -0.48527)
H (1.23532, 0.24832, 1.58014)
H (2.79713, 0.55936, 0.81689)
H (1.69850, 1.89366, 1.20145)

The calculation puts the HOMO-LUMO gap at 9.401 eV. The calculation puts the energy above the lowest of the compared OMol25 structures with the same formula, charge and spin at 385.7 kJ/mol.